# 1
{
  "formula": "C23H35N8O2Ta",
  "method": "ωB97M-V with the def2-TZVPD basis set",
  "energy_ha": -1541.5236,
  "total_charge": 4,
  "max_force_ev_per_a": 0.2,
  "e_lumo_ev": -14.14,
  "elements": ["Ta", "C", "C", "N", "C", "C", "N", "C", "C", "N", "C", "C", "N", "C", "C", "C", "C", "C", "C", "C", "N", "H", "H", "H", "H", "H", "H", "H", "H", "H", "H", "H", "H", "H", "H", "H", "H", "H", "H", "H", "H", "H", "H", "H", "C", "C", "O", "C", "C", "H", "H", "H", "H", "H", "H", "H", "H", "H", "H", "N", "C", "O", "C", "C", "N", "C", "N", "H", "H"],
  "xyz": [[0.77, -0.25, -0.08], [0.35, 3.55, 2.34], [0.25, 2.36, 1.46], [1.00, 1.31, 1.45], [2.13, 1.08, 2.37], [3.36, 0.85, 1.51], [3.04, -0.08, 0.37], [3.72, -1.42, 0.45], [2.82, -2.39, 1.18], [1.46, -2.28, 0.57], [1.31, -3.00, -0.75], [-0.15, -2.83, -1.20], [-0.59, -1.49, -0.77], [-1.76, -1.29, 0.10], [-2.49, -2.53, 0.54], [-1.88, 0.86, -1.20], [-2.44, 2.15, -1.80], [-2.73, 3.18, -0.74], [-1.95, 3.23, 0.35], [-0.86, 2.28, 0.44], [-0.77, 1.24, -0.32], [-0.48, 3.53, 3.06], [0.22, 4.46, 1.75], [1.28, 3.61, 2.89], [1.90, 0.19, 2.96], [2.28, 1.90, 3.07], [4.18, 0.44, 2.11], [3.71, 1.80, 1.09], [3.43, 0.37, -0.46], [4.69, -1.33, 0.94], [3.92, -1.76, -0.57], [2.73, -2.13, 2.23], [3.20, -3.41, 1.12], [0.78, -2.69, 1.22], [1.59, -4.05, -0.65], [2.00, -2.55, -1.46], [-0.77, -3.60, -0.77], [-0.22, -2.93, -2.29], [-2.87, -3.08, -0.32], [-3.35, -2.28, 1.16], [-1.84, -3.19, 1.12], [-3.29, 1.98, -2.47], [-3.54, 3.89, -0.89], [-2.08, 3.98, 1.11], [-3.78, -0.76, -1.39], [-2.72, -0.18, -0.45], [-0.95, -0.76, 1.26], [-1.64, -0.28, 2.47], [-0.98, -0.85, 3.70], [-4.40, 0.03, -1.80], [-4.45, -1.44, -0.87], [-3.33, -1.30, -2.22], [-3.21, 0.28, 0.41], [-1.45, 0.31, -2.04], [-2.67, -0.62, 2.40], [-1.64, 0.81, 2.46], [-1.04, -1.94, 3.72], [-1.49, -0.48, 4.59], [0.07, -0.55, 3.79], [2.49, 0.08, -3.80], [1.51, 0.64, -3.14], [1.43, 0.38, -1.84], [0.57, 1.46, -3.84], [0.68, 1.53, -5.26], [0.88, 1.50, -6.39], [-0.44, 2.09, -3.20], [-1.29, 2.64, -2.61], [3.17, -0.52, -3.37], [2.60, 0.27, -4.80]]
}

# 2
{
  "formula": "C23H36AsPTl",
  "method": "ωB97M-V with the def2-TZVPD basis set",
  "energy_ha": -3647.4221,
  "total_charge": 1,
  "max_force_ev_per_a": 0.4,
  "e_lumo_ev": -3.14,
  "elements": ["Tl", "C", "As", "C", "C", "C", "C", "C", "C", "C", "C", "H", "H", "H", "H", "H", "H", "H", "H", "H", "H", "H", "H", "H", "C", "C", "C", "C", "P", "C", "C", "C", "C", "C", "C", "C", "C", "C", "C", "H", "H", "H", "H", "H", "H", "H", "H", "H", "H", "H", "H", "H", "H", "H", "H", "H", "H", "H", "H", "H", "H", "H"],
  "xyz": [[0.25, -0.80, 0.21], [3.62, 1.68, -0.51], [2.23, 1.62, 0.87], [2.28, 3.48, 1.42], [3.32, 0.81, 2.31], [3.35, -0.69, 2.14], [2.36, -1.49, 2.72], [2.33, -2.86, 2.50], [3.29, -3.46, 1.70], [4.30, -2.68, 1.14], [4.33, -1.31, 1.37], [4.53, 2.10, -0.10], [3.28, 2.30, -1.34], [3.82, 0.67, -0.89], [3.31, 3.77, 1.63], [1.67, 3.62, 2.31], [1.89, 4.11, 0.63], [2.86, 1.08, 3.27], [4.31, 1.25, 2.26], [1.64, -1.04, 3.40], [1.58, -3.47, 2.99], [3.28, -4.53, 1.53], [5.07, -3.14, 0.53], [5.13, -0.71, 0.94], [-4.41, -0.53, 1.44], [-3.50, 0.16, 2.45], [-2.94, -0.90, 3.41], [-4.28, 1.20, 3.26], [-1.99, 0.85, 1.56], [-1.19, 1.86, 2.87], [-1.56, 3.15, 3.24], [-0.92, 3.80, 4.29], [0.09, 3.17, 5.00], [0.47, 1.88, 4.65], [-0.16, 1.24, 3.59], [-2.48, 1.99, 0.14], [-3.71, 2.88, 0.35], [-1.26, 2.86, -0.20], [-2.76, 1.07, -1.07], [-5.17, -1.10, 1.97], [-3.86, -1.24, 0.81], [-4.93, 0.17, 0.79], [-3.75, -1.32, 4.01], [-2.21, -0.47, 4.10], [-2.47, -1.72, 2.87], [-5.15, 0.71, 3.70], [-4.64, 2.03, 2.65], [-3.68, 1.60, 4.08], [-2.36, 3.66, 2.73], [-1.21, 4.81, 4.56], [0.58, 3.67, 5.83], [1.24, 1.37, 5.22], [0.14, 0.23, 3.32], [-3.58, 3.58, 1.17], [-4.61, 2.30, 0.53], [-3.87, 3.47, -0.56], [-0.97, 3.51, 0.63], [-1.51, 3.49, -1.06], [-0.40, 2.25, -0.46], [-3.60, 0.41, -0.90], [-1.89, 0.46, -1.33], [-2.98, 1.69, -1.95]]
}

# 3
{
  "formula": "C23H36BF15O14P",
  "method": "ωB97M-V with the def2-TZVPD basis set",
  "energy_ha": -3815.7005,
  "total_charge": -1,
  "max_force_ev_per_a": 2.1,
  "e_lumo_ev": 1.90,
  "elements": ["C", "O", "B", "O", "C", "C", "O", "P", "O", "H", "H", "H", "H", "H", "H", "H", "H", "H", "H", "H", "C", "C", "O", "C", "O", "C", "F", "F", "F", "H", "H", "H", "H", "H", "C", "C", "O", "C", "O", "C", "F", "F", "F", "H", "H", "H", "H", "H", "C", "C", "O", "C", "O", "C", "F", "F", "F", "H", "H", "H", "H", "H", "C", "C", "O", "C", "O", "C", "F", "F", "F", "H", "H", "H", "H", "H", "C", "C", "O", "C", "O", "C", "F", "F", "F", "H", "H", "H", "H", "H"],
  "xyz": [[2.04, 2.72, -1.75], [0.65, 2.44, -1.82], [-0.10, 3.44, -2.46], [0.47, 4.72, -2.71], [-1.62, 3.16, -2.88], [-2.60, 4.39, -2.93], [-3.90, 3.97, -2.63], [-3.92, 2.42, -1.76], [-2.18, 2.25, -1.93], [2.55, 2.63, -2.72], [2.48, 1.95, -1.10], [2.28, 3.70, -1.31], [0.06, 5.37, -2.14], [-1.53, 2.52, -3.80], [-2.70, 4.90, -3.91], [-2.16, 5.13, -2.22], [-5.35, 2.69, -1.58], [-3.65, 3.20, -0.57], [-4.05, 1.17, -1.02], [-4.18, 1.64, -2.95], [-0.10, -1.45, -0.08], [-0.82, -0.26, 0.52], [-1.25, -0.55, 1.87], [-0.32, -0.46, 2.81], [0.82, -0.16, 2.63], [-0.94, -0.77, 4.17], [-1.71, -1.86, 4.14], [-1.71, 0.24, 4.59], [-0.03, -0.98, 5.12], [-0.72, -2.34, -0.02], [0.15, -1.25, -1.12], [0.82, -1.66, 0.47], [-1.72, -0.05, -0.05], [-0.21, 0.64, 0.50], [1.63, 6.51, -5.39], [0.31, 6.34, -6.12], [0.42, 6.77, -7.49], [0.98, 5.91, -8.33], [1.39, 4.83, -8.04], [0.98, 6.48, -9.74], [1.40, 7.75, -9.77], [-0.25, 6.46, -10.27], [1.77, 5.79, -10.56], [1.98, 7.54, -5.48], [1.51, 6.25, -4.34], [2.40, 5.87, -5.82], [-0.45, 6.98, -5.66], [-0.05, 5.32, -6.07], [-4.83, -5.27, 1.77], [-4.68, -5.75, 0.34], [-4.60, -4.64, -0.56], [-3.39, -4.08, -0.63], [-2.44, -4.45, -0.02], [-3.39, -2.92, -1.61], [-4.43, -2.11, -1.44], [-3.43, -3.35, -2.88], [-2.28, -2.19, -1.48], [-5.68, -4.60, 1.86], [-4.97, -6.11, 2.44], [-3.95, -4.71, 2.08], [-5.57, -6.32, 0.04], [-3.82, -6.41, 0.21], [3.15, -0.63, 5.00], [4.56, -0.41, 5.51], [5.53, -1.02, 4.64], [5.83, -0.34, 3.54], [5.37, 0.71, 3.23], [6.89, -1.09, 2.73], [6.60, -2.39, 2.61], [8.09, -1.00, 3.32], [7.02, -0.60, 1.51], [2.96, -1.70, 4.86], [2.42, -0.23, 5.71], [2.99, -0.15, 4.04], [4.69, -0.89, 6.48], [4.78, 0.65, 5.63], [2.45, -4.72, 5.24], [1.57, -4.08, 4.19], [0.55, -5.00, 3.74], [-0.50, -5.11, 4.55], [-0.65, -4.54, 5.58], [-1.52, -6.06, 3.93], [-0.96, -7.18, 3.47], [-2.14, -5.49, 2.90], [-2.45, -6.43, 4.80], [2.87, -5.66, 4.87], [3.27, -4.05, 5.51], [1.89, -4.96, 6.14], [2.16, -3.84, 3.31], [1.12, -3.16, 4.55]]
}

Which formula does entry 1 have? C23H35N8O2Ta